No. 1
ORCA calculation (ωB97M-V/def2-TZVPD) on an isolated molecule of C28H39N3O4.

## Properties
Relative energy (zero: lowest compared OMol25 entry of this formula, charge and spin) in kJ/mol: 119.6
DFT total energy in eV: -42329.6272
LUMO in eV: 0.2
SMILES: CCOc1cc(/C=C/C(=O)Nc2ccc(C(=O)NCCN(CC)CC)cc2)ccc1OCC(C)C
Kohn-Sham gap in hartree: 0.295
Total charge: 0
E_HOMO in Ha: -0.2862

Last column: natural (NBO) charge in e.
CARTESIAN COORDINATES (ANGSTROEM)
1 C 1.393 1.210 1.443  -0.652
2 C 1.935 1.404 0.031  -0.061
3 O 3.332 1.189 -0.065  -0.499
4 C 3.821 -0.079 -0.076  0.343
5 C 3.067 -1.233 -0.078  -0.291
6 C 3.667 -2.502 -0.098  -0.106
7 C 2.873 -3.712 -0.083  -0.091
8 C 1.559 -3.771 -0.335  -0.343
9 C 0.773 -5.007 -0.253  0.657
10 O 1.212 -6.130 -0.397  -0.598
11 N -0.580 -4.812 -0.058  -0.644
12 C -1.209 -3.633 0.333  0.240
13 C -2.447 -3.285 -0.206  -0.252
14 C -3.038 -2.078 0.117  -0.187
15 C -2.409 -1.194 0.989  -0.158
16 C -2.921 0.174 1.294  0.667
17 O -2.162 1.095 1.547  -0.643
18 N -4.264 0.302 1.308  -0.606
19 C -4.926 1.579 1.410  -0.230
20 C -5.430 2.032 0.028  -0.231
21 N -6.219 0.980 -0.598  -0.480
22 C -7.647 1.238 -0.627  -0.208
23 C -8.268 1.151 0.764  -0.612
24 C -5.682 0.506 -1.861  -0.200
25 C -5.810 1.470 -3.046  -0.637
26 C -1.198 -1.569 1.566  -0.151
27 C -0.611 -2.777 1.260  -0.269
28 C 5.055 -2.577 -0.100  -0.176
29 C 5.828 -1.428 -0.113  -0.299
30 C 5.236 -0.175 -0.103  0.275
31 O 5.893 1.007 -0.109  -0.492
32 C 7.303 1.012 -0.124  -0.058
33 C 7.775 2.471 -0.131  -0.228
34 C 7.290 3.184 1.128  -0.610
35 C 7.269 3.180 -1.384  -0.609
36 H 0.317 1.368 1.449  0.249
37 H 1.862 1.921 2.119  0.212
38 H 1.608 0.206 1.803  0.203
39 H 1.398 0.767 -0.683  0.168
40 H 1.802 2.445 -0.275  0.194
41 H 1.993 -1.170 -0.042  0.216
42 H 3.389 -4.630 0.169  0.222
43 H 1.008 -2.891 -0.632  0.210
44 H -1.163 -5.618 -0.241  0.410
45 H -2.930 -3.955 -0.903  0.214
46 H -3.975 -1.816 -0.354  0.211
47 H -4.846 -0.457 0.993  0.405
48 H -5.756 1.486 2.113  0.195
49 H -4.198 2.296 1.795  0.234
50 H -6.009 2.956 0.141  0.190
51 H -4.554 2.258 -0.586  0.201
52 H -8.104 0.474 -1.261  0.195
53 H -7.881 2.225 -1.061  0.165
54 H -7.930 1.967 1.397  0.201
55 H -9.351 1.208 0.685  0.213
56 H -8.001 0.208 1.234  0.207
57 H -6.197 -0.430 -2.105  0.190
58 H -4.625 0.275 -1.702  0.192
59 H -6.855 1.650 -3.286  0.205
60 H -5.338 2.423 -2.819  0.205
61 H -5.324 1.043 -3.919  0.216
62 H -0.728 -0.891 2.261  0.237
63 H 0.318 -3.066 1.728  0.233
64 H 5.539 -3.542 -0.106  0.212
65 H 6.903 -1.520 -0.126  0.222
66 H 7.694 0.497 0.765  0.175
67 H 7.675 0.495 -1.021  0.175
68 H 8.871 2.457 -0.140  0.200
69 H 6.204 3.157 1.167  0.220
70 H 7.616 4.221 1.125  0.207
71 H 7.683 2.701 2.020  0.204
72 H 7.595 4.217 -1.390  0.207
73 H 7.647 2.693 -2.281  0.204
74 H 6.183 3.152 -1.404  0.220

No. 2
ORCA calculation (ωB97M-V/def2-TZVPD) on a structure of composition C28H39N5O4SV.

## Properties
Relative energy (zero: lowest compared OMol25 entry of this formula, charge and spin) in kJ/mol: 159.7
DFT total energy in eV: -81795.8238
LUMO (alpha / beta) in eV: -12.5 / -12.2
Kohn-Sham gap (alpha / beta) in hartree: 0.202 / 0.212
2S+1: 2
⟨S²⟩: 0.76
Total charge: +4
E_HOMO (alpha / beta) in Ha: -0.6605 / -0.6604

Last column: Mulliken spin population.
CARTESIAN COORDINATES (ANGSTROEM)
1 V -0.030 0.738 -0.071  0.991
2 C -2.375 -0.501 6.230  0.000
3 C -1.956 -0.028 4.886  0.000
4 C -2.763 0.814 4.126  -0.002
5 C -2.314 1.368 2.915  -0.003
6 C -3.078 2.312 2.151  -0.003
7 N -4.312 2.184 1.792  0.000
8 C -5.144 0.995 1.888  0.000
9 C -4.495 -0.268 1.293  0.001
10 C -3.834 -0.029 -0.075  -0.009
11 N -3.990 -1.186 -0.933  0.001
12 C -3.450 -1.481 -2.076  0.001
13 C -2.390 -0.868 -2.825  0.003
14 C -2.517 -0.928 -4.225  -0.003
15 C -1.604 -0.335 -5.102  -0.004
16 C -1.816 -0.378 -6.569  0.001
17 C -0.473 0.264 -4.550  0.017
18 C -0.244 0.291 -3.168  -0.003
19 C 1.016 0.734 -2.643  0.030
20 N 1.308 0.823 -1.388  -0.024
21 C 2.683 0.934 -0.990  0.016
22 C 3.068 -0.462 -0.474  -0.001
23 C 2.650 -0.675 0.974  -0.001
24 N 1.272 -0.305 1.294  -0.038
25 C 0.982 -0.361 2.544  -0.006
26 C -0.272 0.052 3.120  0.016
27 C -0.725 -0.420 4.352  0.009
28 C -1.022 1.036 2.427  0.006
29 O -0.524 1.508 1.326  -0.008
30 C -1.217 -0.260 -2.275  -0.003
31 O -0.902 -0.274 -1.021  0.007
32 H -3.455 -0.474 6.352  0.000
33 H -2.005 -1.506 6.424  0.000
34 H -1.947 0.144 7.001  0.000
35 H -3.717 1.125 4.526  0.000
36 H -2.548 3.198 1.801  0.000
37 H -4.764 2.978 1.344  0.000
38 H -5.412 0.802 2.930  0.000
39 H -6.070 1.211 1.350  0.000
40 H -3.770 -0.705 1.983  0.000
41 H -5.315 -0.984 1.189  0.000
42 H -4.301 0.824 -0.585  0.000
43 H -2.771 0.215 0.046  0.019
44 H -4.751 -1.795 -0.629  0.000
45 H -3.914 -2.324 -2.589  0.000
46 H -3.390 -1.408 -4.644  -0.001
47 H -2.788 0.038 -6.835  -0.001
48 H -1.044 0.165 -7.109  0.000
49 H -1.819 -1.406 -6.933  -0.001
50 H 0.258 0.709 -5.210  0.001
51 H 1.798 0.924 -3.381  -0.001
52 H 3.334 1.222 -1.826  0.000
53 H 2.784 1.685 -0.192  -0.004
54 H 2.616 -1.212 -1.132  0.000
55 H 4.151 -0.581 -0.528  0.000
56 H 2.813 -1.729 1.230  -0.002
57 H 3.316 -0.080 1.612  -0.001
58 H 1.736 -0.721 3.250  0.000
59 H -0.109 -1.109 4.912  0.000
60 C -1.806 -3.946 2.898  0.000
61 S -1.523 -2.877 1.470  0.004
62 C -0.219 -3.813 0.646  -0.001
63 H -2.027 -4.951 2.545  0.000
64 H -2.651 -3.556 3.455  0.000
65 H -0.920 -3.962 3.528  0.000
66 H 0.642 -3.895 1.305  0.000
67 H 0.046 -3.285 -0.266  0.000
68 H -0.590 -4.808 0.411  0.000
69 N -2.959 4.958 -2.495  0.000
70 C -1.601 4.485 -2.150  0.000
71 C -1.772 3.096 -1.450  0.000
72 O -2.935 2.726 -1.254  0.000
73 O -0.713 2.504 -1.172  -0.005
74 H -3.206 5.843 -2.040  0.000
75 H -3.573 4.175 -2.126  0.000
76 H -3.105 5.075 -3.504  0.000
77 H -1.095 5.164 -1.462  0.000
78 H -0.967 4.366 -3.028  0.000

No. 3
ORCA calculation (ωB97M-V/def2-TZVPD) on a cluster of 4 separate species, C28H40BF24N2O6 in total.

## Properties
DFT total energy in eV: -110845.4743
LUMO (alpha / beta) in eV: 0.3 / 0.3
Kohn-Sham gap (alpha / beta) in hartree: 0.313 / 0.346
2S+1: 2
⟨S²⟩: 0.75
Total charge: 0
E_HOMO (alpha / beta) in Ha: -0.3026 / -0.3354

Last column: Mulliken spin population.
CARTESIAN COORDINATES (ANGSTROEM)
1 C 2.770 -1.101 -1.057  0.000
2 C 1.706 -0.411 -0.271  0.000
3 O 0.825 0.269 -1.172  0.000
4 B -0.503 0.010 -0.978  -0.007
5 O -1.022 -1.117 -1.605  0.001
6 C -1.460 0.950 -0.144  0.010
7 C -2.334 0.062 0.727  0.002
8 N -1.590 -0.563 1.823  0.000
9 C -2.423 -0.776 3.012  0.000
10 C -0.591 1.927 0.633  0.001
11 C -1.247 3.202 1.130  0.058
12 C -0.111 4.174 1.450  0.013
13 C -1.965 2.972 2.449  0.023
14 N -2.084 3.867 0.112  0.342
15 O -2.719 4.876 0.569  0.559
16 C -2.967 2.998 -0.707  0.004
17 C -3.325 3.806 -1.978  0.022
18 C -4.298 2.718 -0.014  0.014
19 C -2.284 1.725 -1.189  0.006
20 H 3.231 -0.417 -1.739  0.000
21 H 3.532 -1.459 -0.388  0.000
22 H 2.376 -1.922 -1.623  0.000
23 H 2.190 0.317 0.351  0.000
24 H 1.163 -1.115 0.344  0.000
25 H -0.639 -1.909 -1.211  0.000
26 H -2.773 -0.693 0.092  0.000
27 H -3.164 0.615 1.113  0.000
28 H -1.333 -1.488 1.515  0.000
29 H -2.191 -1.704 3.496  0.000
30 H -3.484 -0.788 2.801  0.000
31 H -2.245 0.009 3.723  0.000
32 H 0.272 2.208 0.059  -0.008
33 H -0.219 1.428 1.509  0.000
34 H 0.738 3.640 1.828  0.001
35 H -0.427 4.932 2.137  -0.001
36 H 0.198 4.633 0.528  -0.010
37 H -2.447 3.862 2.794  -0.002
38 H -1.194 2.749 3.164  -0.002
39 H -2.622 2.125 2.445  -0.009
40 H -4.385 3.882 -2.100  -0.002
41 H -2.964 3.311 -2.858  0.002
42 H -2.889 4.781 -1.948  -0.003
43 H -4.922 3.578 -0.065  -0.001
44 H -4.772 1.939 -0.579  0.002
45 H -4.187 2.375 0.995  0.003
46 H -1.651 1.962 -2.028  -0.013
47 H -3.068 1.078 -1.532  -0.001
48 C -2.708 -3.711 -4.940  0.000
49 C -1.474 -4.364 -4.303  0.000
50 C -0.204 -3.520 -4.250  0.000
51 F 0.225 -3.202 -5.491  0.000
52 F 0.779 -4.233 -3.642  0.000
53 F -1.221 -5.544 -4.909  0.000
54 F -1.802 -4.633 -3.006  0.000
55 O -2.961 -4.039 -6.287  0.000
56 C -2.348 -3.334 -7.282  0.000
57 C -1.450 -4.246 -8.114  0.000
58 F -0.495 -4.794 -7.335  0.000
59 F -0.848 -3.510 -9.076  0.000
60 F -1.670 -2.276 -6.801  0.000
61 F -3.315 -2.863 -8.101  0.000
62 H -3.560 -4.115 -4.399  0.000
63 H -2.724 -2.634 -4.775  0.000
64 H -0.370 -2.602 -3.677  0.000
65 H -2.040 -5.041 -8.575  0.000
66 C 6.858 0.084 -3.888  0.000
67 C 5.671 0.794 -3.223  0.000
68 C 5.347 2.203 -3.718  0.000
69 F 6.381 3.041 -3.489  0.000
70 F 4.268 2.663 -3.041  0.000
71 F 5.840 0.799 -1.884  0.000
72 F 4.568 0.037 -3.493  0.000
73 O 8.081 0.132 -3.192  0.000
74 C 8.915 1.201 -3.358  0.000
75 C 9.107 1.945 -2.039  0.000
76 F 7.921 2.399 -1.585  0.000
77 F 9.921 3.004 -2.247  0.000
78 F 8.483 2.024 -4.332  0.000
79 F 10.121 0.721 -3.732  0.000
80 H 6.594 -0.971 -3.899  0.000
81 H 6.974 0.380 -4.930  0.000
82 H 5.114 2.193 -4.787  0.000
83 H 9.550 1.283 -1.292  0.000
84 C -1.762 0.071 8.645  0.000
85 C -2.349 0.019 7.228  0.000
86 C -3.759 -0.553 7.085  0.000
87 F -3.802 -1.842 7.485  0.000
88 F -4.115 -0.503 5.778  0.000
89 F -1.502 -0.642 6.410  0.000
90 F -2.421 1.308 6.790  0.000
91 O -0.897 -0.982 8.998  0.000
92 C -1.413 -2.146 9.489  0.000
93 C -1.081 -3.315 8.564  0.000
94 F -1.607 -3.102 7.340  0.000
95 F -1.625 -4.444 9.072  0.000
96 F -2.737 -2.051 9.711  0.000
97 F -0.815 -2.387 10.676  0.000
98 H -1.133 0.957 8.665  0.000
99 H -2.535 0.229 9.397  0.000
100 H -4.479 0.030 7.667  0.000
101 H 0.000 -3.435 8.477  0.000